Record 1
This record from the OMol25 dataset describes 2 unconnected molecules or ions with the total composition C2H2NO2 at a distorted geometry. The level of theory is ωB97M-V/def2-TZVPD.

Values from the calculation:
- Spin multiplicity: 3
- Gap between HOMO and LUMO (spin up / spin down): 6.498 / 7.938 eV
- LUMO level (spin up / spin down): 4.42 / 4.44 eV
- HOMO energy (spin up / spin down): -0.0763 / -0.1287 Ha
- Expectation value of S²: 2.03
- Energy relative to the best compared isomer or geometry (same formula, charge and spin): 1.522 eV
- Charge: -1

Element x y z (Å)
C -0.713 0.997 -0.161
C 0.654 -1.069 -0.351
N -0.057 -0.070 -0.514
O 0.798 -0.836 1.747
O 1.112 -1.968 -0.931
H -1.611 0.920 0.426
H -0.182 2.026 -0.216


Record 2
This record from the OMol25 dataset describes a molecular structure, C25H29B2Cl3F4N9O6STi. The level of theory is ωB97M-V/def2-TZVPD.

Values from the calculation:
- Gap between HOMO and LUMO: 6.696 eV
- LUMO level: -4.53 eV
- HOMO energy: -0.4125 Ha
- Energy relative to the best compared isomer or geometry (same formula, charge and spin): 0.990 eV
- Charge: +1

Element x y z (Å)
Ti -0.534 -0.372 0.686
C 2.492 -3.469 -0.258
C 1.664 -2.374 0.307
N 0.732 -1.767 -0.329
O 0.410 -2.211 -1.568
B -0.699 -3.235 -1.495
F -0.309 -4.249 -0.619
F -0.971 -3.630 -2.761
O -1.952 -2.607 -0.930
N -1.790 -2.113 0.312
C -2.618 -2.509 1.208
C -3.647 -3.543 0.934
C -2.467 -1.782 2.498
N -1.502 -0.947 2.457
O -1.332 -0.046 3.436
B -0.022 -0.057 4.175
F -0.144 -0.791 5.324
F 0.293 1.269 4.418
O 1.109 -0.690 3.394
N 1.002 -1.062 2.116
C 1.843 -1.945 1.715
C 2.869 -2.585 2.582
C -3.367 -1.908 3.671
H 2.224 -3.656 -1.291
H 2.342 -4.380 0.321
H 3.547 -3.193 -0.190
H -3.188 -4.369 0.391
H -4.418 -3.126 0.283
H -4.112 -3.906 1.845
H 2.877 -2.132 3.567
H 3.855 -2.500 2.123
H 2.651 -3.650 2.681
H -4.121 -1.118 3.620
H -2.798 -1.761 4.587
H -3.872 -2.869 3.692
Cl -5.383 1.868 -4.084
C -4.419 1.460 -2.710
C -3.070 1.189 -2.890
C -2.334 0.870 -1.773
Cl -0.641 0.493 -1.851
C -2.881 0.815 -0.501
O -2.096 0.522 0.543
C -4.238 1.079 -0.355
Cl -4.937 0.980 1.219
C -5.010 1.404 -1.457
H -2.615 1.219 -3.869
H -6.064 1.610 -1.339
N 4.775 1.990 -1.592
C 3.684 1.372 -2.105
S 3.095 -0.045 -1.409
N 3.137 1.973 -3.172
C 1.979 1.570 -3.905
C 1.796 0.258 -4.317
C 0.667 -0.068 -5.053
C -0.254 0.909 -5.401
C -0.052 2.224 -5.003
C 1.062 2.555 -4.246
H 5.306 1.463 -0.922
H 5.283 2.669 -2.136
H 3.500 2.882 -3.417
H 2.524 -0.500 -4.069
H 0.517 -1.093 -5.366
H -1.121 0.648 -5.994
H -0.758 2.995 -5.280
H 1.218 3.576 -3.919
C 2.453 3.390 3.429
N 1.478 2.944 2.456
C 0.149 3.492 2.318
C -0.378 2.677 1.153
O -1.297 2.975 0.449
N 0.442 1.513 1.040
C 1.580 1.841 1.724
N 2.715 1.165 1.606
H 2.182 4.391 3.755
H 3.445 3.443 2.978
H 2.463 2.730 4.298
H 0.173 4.553 2.077
H -0.468 3.316 3.203
H 2.862 0.608 0.762
H 3.483 1.359 2.223


Record 3
This record from the OMol25 dataset describes a molecular structure, C23H29CoNO5Si. The level of theory is ωB97M-V/def2-TZVPD.

Values from the calculation:
- Spin multiplicity: 4
- Gap between HOMO and LUMO (spin up / spin down): 8.462 / 9.113 eV
- LUMO level (spin up / spin down): 0.31 / 0.24 eV
- HOMO energy (spin up / spin down): -0.2995 / -0.3262 Ha
- Expectation value of S²: 3.76
- Charge: 0

Element x y z (Å)
Co -0.037 -0.262 -0.186
O -3.030 0.510 0.437
C -1.933 0.805 1.115
O -1.057 1.528 0.673
C -1.851 0.201 2.497
O -0.580 -0.379 2.672
C -0.605 -1.800 2.823
C -0.700 -2.636 1.534
O -1.021 -3.799 1.691
O -0.392 -2.072 0.423
H -2.968 0.923 -0.441
H -1.956 1.039 3.195
H -2.666 -0.504 2.664
H 0.338 -2.066 3.303
H -1.414 -2.098 3.492
C -0.311 -0.032 -2.186
Si 1.344 0.606 -2.683
C 2.547 -0.063 -1.339
N 2.013 0.127 0.042
C 2.562 -0.886 0.979
C 4.044 -0.688 1.270
C 4.328 0.755 1.738
C 3.036 1.562 1.846
C 2.279 1.524 0.527
C 1.432 2.490 -2.682
C 0.291 3.289 -2.687
C 0.378 4.675 -2.702
C 1.619 5.293 -2.715
C 2.772 4.518 -2.716
C 2.673 3.135 -2.701
C 2.061 -0.018 -4.310
C 2.459 0.831 -5.342
C 2.965 0.329 -6.534
C 3.085 -1.041 -6.716
C 2.692 -1.906 -5.703
C 2.185 -1.395 -4.518
H -0.459 -1.036 -2.600
H -1.139 0.585 -2.543
H 3.562 0.345 -1.417
H 2.635 -1.141 -1.514
H 2.357 -1.868 0.554
H 1.986 -0.820 1.904
H 4.628 -0.928 0.380
H 4.339 -1.412 2.031
H 4.989 1.255 1.025
H 4.853 0.756 2.694
H 3.255 2.606 2.079
H 2.408 1.192 2.660
H 2.872 2.039 -0.230
H 1.333 2.060 0.606
H -0.688 2.825 -2.674
H -0.525 5.273 -2.704
H 1.690 6.373 -2.727
H 3.745 4.992 -2.732
H 3.586 2.547 -2.713
H 2.371 1.905 -5.221
H 3.264 1.009 -7.321
H 3.479 -1.435 -7.644
H 2.776 -2.976 -5.839
H 1.871 -2.091 -3.746


Record 4
This record from the OMol25 dataset describes a molecular structure, C29H18F3InN4O10 at a distorted geometry. The level of theory is ωB97M-V/def2-TZVPD.

Values from the calculation:
- Gap between HOMO and LUMO: 3.745 eV
- LUMO level: -3.40 eV
- HOMO energy: -0.2626 Ha
- Energy relative to the best compared isomer or geometry (same formula, charge and spin): 2.058 eV
- Charge: 0

Element x y z (Å)
In 1.105 -0.373 0.437
O 0.805 -1.241 -5.858
C 0.865 -1.007 -4.623
C -0.348 -0.943 -3.708
O -1.581 -0.934 -3.940
C 0.291 -0.946 -2.351
C 1.689 -0.853 -2.383
O 2.351 -0.413 -1.366
C 2.134 -1.036 -3.803
O 3.253 -1.168 -4.204
O -0.319 -0.710 -1.227
C 4.761 3.019 3.288
C 3.406 3.095 2.921
C 2.710 1.943 2.533
C 3.379 0.735 2.328
C 4.747 0.651 2.783
C 5.416 1.820 3.179
N 2.772 -0.387 1.842
N 3.453 -1.513 1.938
C 3.049 -2.552 1.221
C 3.632 -3.850 1.532
C 2.907 -5.020 1.309
C 1.827 -4.911 0.355
C 1.451 -3.660 -0.064
N 1.968 -2.511 0.376
H 5.316 3.972 3.480
H 2.905 4.030 2.945
H 1.656 1.961 2.442
H 5.238 -0.289 2.573
H 6.455 1.700 3.495
H 4.438 -3.831 2.251
H 3.301 -5.911 1.679
H 1.330 -5.816 0.062
H 0.732 -3.577 -0.848
F -6.855 -0.615 2.494
C -6.516 -0.919 1.190
F -7.053 -2.156 0.897
F -7.120 -0.012 0.432
C -5.007 -0.983 0.951
C -4.500 0.009 0.204
C -3.045 0.196 -0.033
N -2.336 -0.446 1.136
C -2.796 -1.576 1.717
C -4.113 -1.952 1.509
H -5.097 0.766 -0.205
H -2.698 -0.331 -0.974
H -2.086 -2.117 2.370
H -4.507 -2.859 1.941
O -2.572 1.556 -0.074
C -2.194 2.044 -1.254
C -2.984 1.931 -2.435
C -2.750 2.739 -3.507
C -1.699 3.649 -3.491
C -0.793 3.666 -2.396
C -1.002 2.818 -1.309
C 0.071 2.799 -0.286
O 0.762 1.776 -0.050
O 0.412 3.973 0.291
H -0.362 4.611 0.120
H -3.891 1.254 -2.360
H -3.388 2.733 -4.357
H -1.618 4.318 -4.292
H 0.123 4.298 -2.504
O -1.226 0.134 1.529
O -0.251 -0.780 2.155


Record 5
This record from the OMol25 dataset describes a single C13H13ClFN3O3 molecule at a distorted geometry. The level of theory is ωB97M-V/def2-TZVPD.

Values from the calculation:
- Gap between HOMO and LUMO: 10.238 eV
- LUMO level: 0.69 eV
- HOMO energy: -0.3507 Ha
- Energy relative to the best compared isomer or geometry (same formula, charge and spin): 0.000 eV
- SMILES: O=C(NCCCO)c1nnc(Cc2c(F)cccc2Cl)o1
- Charge: 0

Element x y z (Å)
O 1.008 1.964 -0.378
C 1.380 0.964 0.201
N 2.656 0.635 0.456
C 3.772 1.382 -0.072
C 4.628 0.512 -0.997
C 5.351 -0.602 -0.233
O 4.479 -1.513 0.395
C 0.438 -0.067 0.713
N 0.754 -1.266 1.099
N -0.388 -1.891 1.425
C -1.349 -1.046 1.222
C -2.801 -1.260 1.450
C -3.614 -0.493 0.445
C -4.542 0.464 0.836
F -4.728 0.682 2.154
C -5.287 1.200 -0.066
C -5.101 0.980 -1.419
C -4.186 0.037 -1.853
C -3.455 -0.688 -0.926
Cl -2.314 -1.862 -1.479
O -0.890 0.136 0.771
H 2.869 -0.254 0.896
H 4.386 1.753 0.755
H 3.358 2.233 -0.618
H 3.990 0.075 -1.769
H 5.375 1.138 -1.486
H 6.031 -1.131 -0.915
H 5.946 -0.171 0.577
H 3.974 -1.989 -0.274
H -2.993 -2.333 1.380
H -3.055 -0.930 2.460
H -5.992 1.930 0.298
H -5.668 1.547 -2.139
H -4.034 -0.139 -2.906


- charge of number 3 (C23H29CoNO5Si)?
  0


- The lowest charge belongs to which entry?
  C2H2NO2


- Among the records above, which one has the highest charge?
  C25H29B2Cl3F4N9O6STi


- Look up the charge of the fourth one.
  0